(1)
DFT (wB97M-V/def2-TZVPD) results for C3H8N4O as an isolated structure.

**LUMO level**: 0.11 eV
**Gap between HOMO and LUMO**: 8.935 eV
**Calculated total energy**: -412.9557 a.u.
**Total charge**: 0

Positions of all 16 atoms, in Å:
C -0.7328 -1.6322 0.6943
C 2.4047 -0.1801 -0.5318
C -0.1704 0.8419 0.2816
H 0.1745 -2.9033 0.2677
H -1.7767 -1.5834 -0.1864
H -0.9296 -1.3232 2.1969
H 2.5367 0.9397 -0.6192
H 3.0907 -0.8723 -1.0875
H 1.5014 1.8055 0.8305
H -1.8181 1.8971 -0.5274
H -2.4027 -0.9401 -0.4963
N 0.1689 -0.4747 0.3672
N 1.4112 -0.8270 -0.1775
N 0.6073 1.8044 0.4578
N -1.4793 0.9441 0.0018
O -1.7928 -0.1656 -0.9485


(2)
DFT (wB97M-V/def2-TZVPD) results for C13H26Br4FGaI2O3P as an isolated structure.

**LUMO level**: 2.03 eV
**Gap between HOMO and LUMO**: 7.481 eV
**Calculated total energy**: -13994.2002 a.u.
**Total charge**: -1

Positions of all 51 atoms, in Å:
C -2.1340 2.1093 1.5225
C -1.0882 1.1396 1.0091
O -0.6178 1.6049 -0.2740
P -0.1250 0.4778 -1.3068
O 0.1955 1.2724 -2.5137
C -1.4569 -0.6761 -1.7014
C -1.2100 -2.1943 -1.5310
Ga -0.6630 -2.8668 0.3039
F 0.8692 -3.8401 0.0848
C -2.0532 -4.1111 1.1458
I -1.5457 -6.1841 1.1412
C -3.2003 -3.7739 1.6992
C -4.2263 -4.6496 2.3635
I -3.7472 -1.7195 1.7071
O 1.1923 -0.2684 -0.7148
C 2.2789 0.6311 -0.4363
C 2.2010 1.3597 0.8871
H -1.7207 3.1176 1.4684
H -3.0354 2.0953 0.9133
H -2.3667 1.8601 2.5560
H -0.2931 1.0302 1.7419
H -1.5509 0.1613 0.8967
H -2.3433 -0.3679 -1.1430
H -1.6612 -0.4822 -2.7534
H -0.5050 -2.5203 -2.2924
H -2.1623 -2.6752 -1.7771
H -0.2934 -1.6936 1.3188
H -4.2234 -5.6589 1.9683
H -5.2145 -4.2166 2.2095
H -4.0540 -4.6381 3.4412
H 2.4465 1.3541 -1.2341
H 3.1641 -0.0022 -0.4020
H 1.4361 2.1284 0.9225
H 2.0744 0.6902 1.7373
H 3.1542 1.8734 1.0323
Br 4.9713 -1.6188 -3.3671
C 3.4713 -2.1917 -4.4793
C 2.5503 -1.0399 -4.7995
Br 1.3682 -0.4782 -3.2859
H 2.9700 -2.9881 -3.9397
H 3.9332 -2.6010 -5.3779
H 1.8682 -1.3295 -5.5985
H 3.0891 -0.1426 -5.0853
Br 2.1000 5.3493 0.7814
C 0.6674 5.4360 2.0909
C 1.1880 5.2852 3.4954
Br 1.6302 3.4373 3.9011
H -0.0492 4.6664 1.8248
H 0.2149 6.4160 1.9571
H 0.4230 5.5620 4.2175
H 2.0831 5.8712 3.6744


(3)
DFT (wB97M-V/def2-TZVPD) results for C12H14BrOP as an isolated structure.

**LUMO level (spin up / spin down)**: 0.54 / -3.48 eV
**Gap between HOMO and LUMO (spin up / spin down)**: 6.131 / 5.033 eV
**Calculated total energy**: -3455.9603 a.u.
**Total charge**: 0
**Multiplicity**: 3

Positions of all 29 atoms, in Å:
C 1.3195 -0.1334 1.0505
C -0.5184 1.3427 0.7564
C 1.3131 0.0555 2.4114
C -0.4681 1.6395 2.1180
C 0.3718 0.4411 0.1775
C 0.4174 0.9733 2.9873
C 0.6754 0.2001 -2.2140
C 0.0717 -0.1745 -1.1042
C 0.3783 -0.4651 -3.4531
C -0.8466 -1.3615 -1.0106
C 0.4247 -0.2305 5.0036
C -1.1123 0.5821 -4.2644
O 0.2363 0.9820 4.3709
P 1.0928 -1.6906 -4.3385
Br -1.0692 0.5239 -6.1576
H 1.9959 -0.8537 0.4768
H -1.3771 1.9592 0.3265
H 2.1041 -0.4118 2.9709
H -1.2033 2.4123 2.5115
H 1.1582 1.1530 -2.1320
H -1.1487 -1.7892 -1.9197
H -0.3709 -2.2321 -0.5775
H -1.7530 -1.2628 -0.3993
H -0.1865 -0.1738 5.9633
H 1.4869 -0.4422 5.3484
H -0.0212 -0.9992 4.4176
H -2.0704 0.0939 -3.9211
H -1.1187 1.5590 -3.9036
H 0.2180 -1.6971 -5.4949


(4)
DFT (wB97M-V/def2-TZVPD) results for C6H14AgClN2O2 as an isolated structure.

**LUMO level**: -2.26 eV
**Gap between HOMO and LUMO**: 6.635 eV
**Calculated total energy**: -1104.1394 a.u.
**Total charge**: 0

Positions of all 26 atoms, in Å:
Ag -7.5981 -9.5602 4.8037
Cl -6.1189 -9.9386 7.0132
C -6.5615 -9.5030 12.7503
C -6.0312 -10.0519 11.4353
O -6.0231 -11.3137 11.2167
N -5.5865 -9.2081 10.4905
C -5.3213 -7.8371 10.7212
H -5.7496 -8.8845 13.1330
H -6.7023 -10.3737 13.3906
H -7.3826 -8.8022 12.5997
H -5.3051 -9.6414 9.6226
H -6.0264 -7.4348 11.4486
H -5.3888 -7.2214 9.8243
H -4.3001 -7.7884 11.0992
C -1.1659 -11.3281 4.3408
C -2.5428 -10.8028 4.2214
O -3.2715 -11.0891 3.2678
N -3.1196 -10.0315 5.1364
C -2.5794 -9.5520 6.3747
H -1.4603 -12.3772 4.3683
H -0.6853 -10.8432 5.1905
H -0.5640 -11.1220 3.4557
H -4.0715 -9.7705 4.9223
H -3.0909 -10.0486 7.1993
H -2.7556 -8.4961 6.5798
H -1.5699 -9.8238 6.6829


(5)
DFT (wB97M-V/def2-TZVPD) results for one molecule with the formula C7H10S.

**LUMO level**: 0.74 eV
**SMILES**: CC1=C(CS)C=CC1
**Gap between HOMO and LUMO**: 8.878 eV
**Calculated total energy**: -670.8391 a.u.
**Total charge**: 0

Positions of all 18 atoms, in Å:
C 1.9280 0.4960 -0.2685
C 0.5269 -0.0720 -0.5060
C -0.4769 -0.2505 0.3861
C -0.3985 -0.0639 1.8977
S -0.5660 1.7956 2.2810
C -1.6868 -0.6866 -0.2890
C -1.4528 -0.9171 -1.5728
C -0.0791 -0.3329 -1.8899
H 1.8753 1.4848 0.2765
H 2.4404 0.3730 -1.3438
H 2.4874 -0.0985 0.4530
H 0.5285 -0.5152 2.3812
H -1.1471 -0.7945 2.3113
H 0.4033 1.9141 3.2126
H -2.6465 -0.7643 0.0978
H -2.0813 -1.3318 -2.4381
H 0.5537 -0.8559 -2.5611
H -0.2087 0.6198 -2.4279


(6)
DFT (wB97M-V/def2-TZVPD) results for a 2-piece molecular cluster, C5H7NO overall.

**LUMO level (spin up / spin down)**: -1.33 / -1.35 eV
**SMILES**: O=C1C=C=CN1.C
**Gap between HOMO and LUMO (spin up / spin down)**: 7.598 / 7.074 eV
**Calculated total energy**: -324.5874 a.u.
**Total charge**: 0

Positions of all 14 atoms, in Å:
O 2.7270 -1.8885 -0.1073
C 1.8835 -1.1368 0.2883
C 0.5652 -1.3403 0.9759
C 0.1230 -0.1503 1.4403
C 0.9264 0.8226 0.8028
N 2.0988 0.3120 0.4135
H 0.3023 -2.3392 1.3084
H 0.6401 1.8356 0.5300
H 2.8236 0.7959 -0.1002
C -2.4162 0.6211 -1.1125
H -2.1417 1.2330 -1.9752
H -3.0269 1.2104 -0.4250
H -2.9840 -0.2495 -1.4484
H -1.5212 0.2741 -0.5906


> Among the records above, which one has the lowest total charge?

C13H26Br4FGaI2O3P